Version P
Entry from OMol25: a molecular structure, C6H13NS (ωB97M-V/def2-TZVPD).

Geometry (Å):
C: 0.384 0.595 -0.069
C: -0.360 -0.681 -0.160
C: -0.466 1.828 -0.111
C: 1.544 0.742 -1.109
C: -1.857 -0.809 0.113
C: 0.477 -1.904 -0.453
N: 0.802 0.045 1.239
S: 0.062 0.749 2.533
H: -1.027 1.861 -1.022
H: 0.053 2.765 0.018
H: -1.166 1.805 0.639
H: 2.412 1.244 -0.656
H: 1.232 1.248 -1.934
H: 1.831 -0.193 -1.201
H: -2.399 -0.631 -0.849
H: -2.191 -0.183 0.942
H: -2.213 -1.743 0.487
H: -0.018 -2.847 -0.421
H: 1.374 -1.843 0.088
H: 0.964 -1.913 -1.489
H: 0.562 -0.135 3.414

As for the charge: 0. Its LUMO energy is 0.86 eV. The gap between HOMO and LUMO comes out at 0.3010 hartree. The HOMO energy comes out at -7.33 eV. The multiplicity is 1.

***

Version Q
Entry from OMol25: C6H13NS in the gas phase (ωB97M-V/def2-TZVPD).

Geometry (Å):
C: 1.937 2.451 1.241
C: 1.128 1.209 1.209
C: 0.643 0.559 0.129
C: -0.166 -0.669 0.469
N: -1.547 -0.618 0.058
C: -2.224 -1.870 0.272
S: 0.801 1.113 -1.559
C: 0.344 -0.384 -2.506
H: 2.869 2.205 1.849
H: 2.162 2.821 0.225
H: 1.390 3.240 1.813
H: 0.834 0.809 2.153
H: 0.303 -1.531 -0.014
H: -0.064 -0.780 1.546
H: -2.056 0.159 0.444
H: -1.494 -2.650 0.018
H: -3.063 -1.984 -0.531
H: -2.641 -2.008 1.345
H: -0.604 -0.803 -2.181
H: 0.316 -0.053 -3.538
H: 1.132 -1.217 -2.443

As for the charge: 0. Its LUMO energy is 0.96 eV. The gap between HOMO and LUMO comes out at 0.3269 hartree. The HOMO energy comes out at -7.94 eV. The multiplicity is 1. Its structure (SMILES) is C/C=C(/CNC)SC.

***

Which structure is the most stable? The one labeled version Q.